# 1
{
  "formula": "C7H10N2O2",
  "method": "ωB97M-V with the def2-TZVPD basis set",
  "relative_energy_ev": 1.3397,
  "total_charge": -2,
  "smiles": "C=C(/C=N/C=C(C)C)N([O-])[O-]",
  "elements": ["C", "C", "C", "N", "C", "C", "C", "C", "N", "O", "O", "H", "H", "H", "H", "H", "H", "H", "H", "H", "H"],
  "positions_angstrom": [[3.339808, 1.984429, 0.550985], [2.610841, 0.760789, 0.356959], [1.188969, 0.764538, 0.213730], [0.354915, -0.126985, -0.051683], [-0.982442, 0.273913, -0.184200], [-2.086065, -0.528535, -0.275551], [-3.426053, 0.076165, -0.576628], [-1.896532, -2.074300, -0.082072], [3.321770, -0.475214, 0.523134], [4.513070, -0.616549, -0.124275], [2.786325, -1.609820, 0.816965], [4.429708, 1.834815, 0.633643], [2.860334, 2.920500, 0.437179], [0.808800, 1.824774, 0.089093], [-0.882586, 1.393869, -0.282137], [-4.111032, -0.188037, 0.202678], [-3.294228, 1.142350, -0.538037], [-3.785064, -0.123810, -1.525405], [-2.078331, -2.674071, -0.945355], [-2.765758, -2.364320, 0.546790], [-0.906444, -2.194506, 0.214177]],
  "atomic_forces_ev_per_a": [[0.48, -2.71, -0.18], [0.21, 0.47, 1.17], [3.35, 3.83, 0.04], [-4.71, -3.85, -0.40], [2.67, 0.07, -0.33], [1.18, -0.64, -0.40], [1.87, 0.33, 1.83], [-2.96, 2.72, -0.31], [1.82, -1.49, -2.14], [-0.99, 1.34, 0.99], [-0.97, 0.86, 0.61], [-0.69, 0.54, -0.10], [-0.29, 0.81, -0.20], [0.34, -0.18, 0.44], [-1.63, -0.49, 0.05], [-1.04, -0.32, 0.37], [-0.04, 0.73, 0.10], [-1.09, -0.84, -2.06], [0.06, -0.25, -1.30], [0.91, -0.30, 0.61], [1.51, -0.64, 1.19]]
}


# 2
{
  "formula": "C40H45N4O3",
  "method": "ωB97M-V with the def2-TZVPD basis set",
  "relative_energy_ev": 0.0000,
  "total_charge": 1,
  "elements": ["C", "N", "C", "O", "C", "C", "C", "C", "C", "C", "C", "C", "N", "C", "C", "C", "C", "C", "C", "C", "N", "O", "O", "C", "C", "C", "C", "C", "H", "H", "H", "H", "H", "H", "H", "H", "H", "H", "H", "H", "H", "H", "H", "H", "H", "H", "H", "H", "H", "H", "H", "H", "C", "C", "C", "C", "C", "C", "C", "C", "C", "C", "C", "C", "C", "N", "C", "C", "C", "C", "C", "H", "H", "H", "H", "H", "H", "H", "H", "H", "H", "H", "H", "H", "H", "H", "H", "H", "H", "H", "H", "H"],
  "positions_angstrom": [[-2.455348, 6.596369, 0.164827], [-2.188583, 5.180797, 0.356038], [-3.199069, 4.281374, 0.618674], [-4.379039, 4.529355, 0.739547], [-2.549713, 2.908469, 0.720704], [-3.091883, 1.940430, -0.336332], [-4.564423, 1.668421, -0.210948], [-5.439287, 2.025528, -1.226669], [-6.797814, 1.828281, -1.088497], [-7.302543, 1.271865, 0.067490], [-6.441766, 0.897574, 1.077689], [-5.081930, 1.087793, 0.936733], [-1.076076, 3.120467, 0.575343], [-0.135613, 2.147204, 0.688732], [1.214156, 2.397435, 0.534821], [2.249120, 1.493210, 0.626828], [3.619253, 1.847282, 0.455073], [4.623856, 0.863077, 0.559316], [5.948521, 1.182124, 0.407532], [6.331225, 2.490588, 0.144821], [7.730702, 2.829744, -0.013133], [8.034895, 4.014660, -0.247333], [8.580635, 1.925305, 0.090599], [5.362654, 3.477944, 0.034569], [4.035415, 3.170607, 0.184328], [-0.822352, 4.586841, 0.332046], [-0.219223, 4.811951, -1.051625], [-0.021870, 5.197490, 1.481427], [-3.526931, 6.779167, 0.213976], [-1.958400, 7.178026, 0.938596], [-2.084777, 6.916079, -0.807250], [-2.733730, 2.511293, 1.727401], [-2.881133, 2.364186, -1.323928], [-2.540755, 0.995013, -0.288165], [-5.045113, 2.471583, -2.124259], [-7.466722, 2.124364, -1.879264], [-8.366586, 1.139889, 0.185181], [-6.833412, 0.472841, 1.987043], [-4.408077, 0.796179, 1.724925], [-0.466898, 1.149554, 0.905536], [1.487127, 3.407755, 0.319537], [2.023486, 0.465296, 0.846393], [4.334188, -0.152692, 0.762646], [6.717353, 0.432026, 0.489643], [5.686449, 4.485590, -0.169408], [3.307818, 3.956208, 0.094605], [-0.902700, 4.429407, -1.807440], [-0.063241, 5.871172, -1.245996], [0.730562, 4.303283, -1.185975], [-0.575229, 5.068432, 2.410263], [0.950259, 4.732362, 1.614809], [0.132842, 6.264398, 1.331719], [0.886960, -5.464946, 4.473242], [-0.338313, -4.920772, 4.241780], [-0.788143, -4.692271, 2.920867], [-2.056323, -4.123551, 2.670916], [-2.479839, -3.920971, 1.395741], [-1.665728, -4.276159, 0.315611], [-0.425228, -4.824780, 0.497778], [0.427622, -5.127869, -0.696781], [1.307858, -3.938712, -1.103182], [2.314390, -4.295266, -2.228266], [2.134561, -3.309654, -3.409617], [0.667908, -3.400171, -3.905130], [-0.274778, -3.006550, -2.750438], [0.505383, -2.732987, -1.514489], [1.425666, -1.567607, -1.733522], [2.399781, -1.871345, -2.892004], [0.048540, -5.039363, 1.829045], [1.322498, -5.591050, 2.116593], [1.723585, -5.798210, 3.402365], [1.215021, -5.641588, 5.484064], [-0.985129, -4.662392, 5.063124], [-2.680545, -3.851923, 3.505418], [-3.445536, -3.479292, 1.214479], [-2.023141, -4.111098, -0.684552], [1.047004, -6.007457, -0.496399], [-0.205003, -5.422441, -1.538311], [1.862584, -3.624443, -0.206408], [3.344891, -4.257173, -1.855568], [2.152534, -5.325543, -2.561371], [2.831820, -3.558629, -4.228482], [0.516910, -2.752463, -4.777160], [0.452876, -4.419520, -4.248222], [-0.844059, -2.103052, -2.991831], [-1.022491, -3.777893, -2.551898], [0.817791, -0.680081, -1.936790], [1.956815, -1.363130, -0.799254], [3.442224, -1.770470, -2.566254], [2.271298, -1.150922, -3.708732], [1.984520, -5.847756, 1.308369], [2.692944, -6.224135, 3.602113]],
  "atomic_forces_ev_per_a": [[0.48, -0.03, -0.03], [-0.26, -1.33, 0.16], [0.44, 0.71, -0.07], [0.88, -0.27, -0.09], [0.03, -1.02, 0.52], [0.21, -0.14, -0.43], [-0.21, 0.10, 0.02], [0.31, 0.03, 0.05], [-0.10, 0.06, -0.20], [-0.25, 0.01, 0.01], [0.04, -0.10, 0.28], [0.18, 0.05, -0.08], [0.65, -1.00, 0.22], [-2.72, 2.13, -0.22], [2.15, -0.11, -0.14], [-1.77, 0.64, 0.04], [1.49, 0.40, -0.19], [-0.93, 0.37, 0.00], [1.01, 0.06, -0.08], [-1.29, -0.45, 0.17], [3.17, 0.70, -0.35], [-1.03, -1.98, 0.43], [-1.92, 1.30, -0.10], [0.62, 0.46, -0.13], [-0.33, -0.69, 0.15], [-0.30, 0.86, -0.11], [0.00, -0.19, -0.14], [0.04, -0.18, 0.18], [0.05, -0.26, 0.05], [-0.05, 0.13, 0.06], [-0.05, 0.09, -0.07], [-0.04, 0.06, -0.18], [-0.02, 0.00, 0.03], [0.07, 0.06, 0.12], [0.04, 0.14, -0.22], [-0.09, 0.04, -0.15], [-0.11, -0.04, 0.01], [-0.04, -0.11, 0.14], [0.09, -0.12, 0.29], [-0.46, -0.32, 0.06], [0.07, 0.15, -0.05], [-0.06, -0.42, 0.07], [0.00, -0.27, 0.05], [0.07, -0.14, 0.02], [-0.03, 0.13, -0.02], [-0.03, 0.24, -0.04], [-0.06, -0.01, -0.04], [-0.01, 0.04, 0.14], [0.07, 0.07, -0.02], [-0.04, 0.00, 0.05], [0.07, 0.08, -0.02], [-0.04, -0.02, -0.15], [-0.16, 0.07, 0.32], [0.05, -0.01, -0.15], [0.04, -0.01, -0.07], [0.08, 0.01, 0.04], [-0.20, 0.14, 0.17], [0.29, -0.18, -0.03], [-0.16, 0.10, 0.13], [-0.05, -0.01, -0.11], [0.08, 0.80, -0.26], [0.06, 0.05, -0.28], [-0.17, 0.03, 0.23], [0.32, -0.15, -0.28], [0.54, 0.38, 0.43], [0.06, 0.03, 0.34], [-0.68, -1.12, -0.12], [0.24, -0.07, -0.35], [-0.09, 0.04, -0.07], [-0.12, 0.09, -0.03], [0.22, -0.06, -0.22], [0.07, -0.04, 0.17], [-0.16, 0.06, 0.17], [-0.13, 0.03, 0.20], [-0.21, 0.04, -0.06], [-0.11, 0.03, -0.25], [0.15, 0.22, -0.12], [0.00, 0.05, 0.01], [-0.13, 0.00, -0.14], [-0.11, 0.05, -0.05], [-0.03, 0.08, -0.11], [-0.29, 0.13, 0.35], [0.08, -0.03, 0.14], [0.12, 0.09, 0.08], [0.12, 0.00, 0.06], [0.20, 0.06, 0.03], [-0.09, -0.13, -0.09], [0.01, -0.23, 0.04], [-0.10, -0.12, -0.02], [-0.04, -0.13, 0.05], [0.14, -0.08, -0.14], [0.17, -0.08, 0.01]]
}


# 3
{
  "formula": "C3H5Cl2OP",
  "method": "ωB97M-V with the def2-TZVPD basis set",
  "relative_energy_ev": 3.3951,
  "elements": ["C", "C", "C", "O", "P", "Cl", "Cl", "H", "H", "H", "H", "H"],
  "positions_angstrom": [[-1.335164, -1.277923, -0.172898], [-1.069996, -0.129407, 0.325018], [-1.104750, 1.229924, 0.638123], [2.362582, 0.411716, -1.855848], [1.916122, -0.149598, -0.572517], [2.991005, 0.641034, 1.080358], [2.337209, -2.106943, -0.621840], [-0.515147, -1.911335, -0.346653], [-2.431983, -1.676470, -0.437788], [-1.280537, 1.788919, -0.320418], [-1.803184, 1.523440, 1.379636], [-0.066153, 1.656641, 0.904827]],
  "atomic_forces_ev_per_a": [[-3.20, -0.59, -0.30], [1.52, -1.06, -0.85], [2.01, 2.92, -1.19], [-0.07, 0.45, 0.07], [-0.80, 0.95, 0.28], [-0.27, -0.31, -0.44], [0.19, -1.11, 0.39], [0.72, -1.22, -0.38], [2.37, 0.94, 0.71], [-0.25, -0.35, 0.74], [-0.71, 0.21, 0.82], [-1.50, -0.83, 0.14]]
}


# 4
{
  "formula": "CH4O3S",
  "method": "ωB97M-V with the def2-TZVPD basis set",
  "relative_energy_ev": 2.8443,
  "elements": ["C", "O", "O", "O", "S", "H", "H", "H", "H"],
  "positions_angstrom": [[0.544732, -0.970339, -0.132672], [-0.707773, -1.359319, -0.148176], [-1.316123, 0.967687, 0.507434], [0.880427, 0.139354, -0.579319], [2.519912, 0.861213, -0.516482], [1.331763, -1.668865, 0.227697], [-1.467283, -0.692160, -0.096494], [-1.389592, 1.822474, 0.129959], [-0.396065, 0.899951, 0.608052]],
  "atomic_forces_ev_per_a": [[-0.28, -0.11, -0.65], [0.31, -0.83, 0.55], [-2.20, -0.39, 0.65], [-0.25, -0.20, 0.06], [0.11, -0.22, 0.13], [-0.76, 0.25, -0.19], [1.71, 0.15, -0.33], [-0.59, 1.35, -0.66], [1.96, 0.00, 0.44]]
}


# 5
{
  "formula": "C2H2OS",
  "method": "ωB97M-V with the def2-TZVPD basis set",
  "relative_energy_ev": 0.4611,
  "elements": ["C", "C", "O", "S", "H", "H"],
  "positions_angstrom": [[2.463058, -0.418571, 0.605154], [-1.471678, 0.173612, -0.005768], [2.838402, -0.578819, -0.479365], [-0.054823, 0.939036, -0.100788], [-2.331304, 0.596682, -0.475406], [-1.443653, -0.711938, 0.456174]],
  "atomic_forces_ev_per_a": [[1.47, -0.67, -3.17], [1.69, 3.38, -1.63], [-1.10, 0.47, 3.25], [-0.67, 0.26, -0.10], [-0.73, -0.06, -0.07], [-0.66, -3.39, 1.72]]
}